Entry 1:
C2H5OP in the gas phase at a distorted geometry. Source: the OMol25 dataset; level of theory: ωB97M-V with the def2-TZVPD basis set.

The geometry in XYZ format:
```
9
Properties=species:S:1:pos:R:3:forces:R:3:nbo_charge:R:1
C 1.73109 -0.01153 -0.14106 -1.43 -3.27 1.88 -0.44
C 0.61417 -0.58898 0.35201 -0.74 3.62 0.13 0.10
O -0.56228 0.41997 0.48073 3.64 -2.89 0.46 -0.83
P -1.95171 -0.23999 -0.06156 -0.50 2.18 -1.72 0.64
H 2.71873 -0.45924 -0.04708 -0.36 -0.01 -0.39 0.22
H 1.56006 0.93583 -0.49384 0.16 2.25 -0.83 0.22
H 0.38482 -1.52993 0.83821 0.23 0.03 -0.19 0.20
H -1.80880 0.57120 -1.31837 -0.66 -1.33 0.44 -0.07
H -2.68608 0.90266 0.39096 -0.35 -0.57 0.23 -0.05
```
Forces are in eV/Å.

Summary:
**SMILES string**: C=COP

---

Entry 2:
C2H5OPS in the gas phase at a distorted geometry. Source: the OMol25 dataset; level of theory: ωB97M-V with the def2-TZVPD basis set.

The geometry in XYZ format:
```
10
Properties=species:S:1:pos:R:3:forces:R:3:nbo_charge:R:1
O 0.54573 -0.92837 2.95235 0.00 -0.24 0.23 -0.66
C 0.42159 -0.85250 1.62156 -0.35 1.39 -1.73 -0.17
P 0.17166 0.65986 0.83193 -0.02 0.10 -0.06 0.38
C 0.11595 0.46351 -1.10690 -0.07 -0.01 0.02 -0.77
S -0.38200 1.88748 -2.28583 0.59 -1.03 1.52 -0.04
H 0.46377 -0.05136 3.35114 0.01 0.07 -0.05 0.49
H 0.48722 -1.82136 1.14619 0.07 -0.15 0.04 0.19
H 1.13525 0.26389 -1.43747 -0.07 -0.10 0.00 0.23
H -0.51666 -0.38093 -1.36872 0.09 -0.05 -0.06 0.22
H -1.64265 2.00008 -1.87554 -0.24 0.02 0.09 0.12
```
Forces are in eV/Å.

Summary:
**SMILES string**: O/C=P/CS

---

Entry 3:
2 unconnected molecules or ions with the total composition C2H5OS. Source: the OMol25 dataset; level of theory: ωB97M-V with the def2-TZVPD basis set.

The geometry in XYZ format:
```
9
Properties=species:S:1:pos:R:3:forces:R:3:nbo_charge:R:1
S 1.47417 1.84351 0.05824 0.08 0.00 0.01 -1.07
H 0.87284 2.86173 -0.57966 -0.02 -0.01 0.00 0.09
O -0.91991 -2.54352 -0.05762 -0.12 -0.06 -0.03 -0.58
C -0.56667 -1.39094 -0.16313 0.35 0.32 -0.02 0.45
C -1.39267 -0.19188 0.15120 -0.90 -0.30 -0.11 -0.74
H 0.45958 -1.12686 -0.48450 -0.04 -0.12 -0.02 0.13
H -2.42118 -0.47089 0.40781 0.22 -0.13 0.29 0.19
H -0.88547 0.38237 0.92486 0.00 0.16 -0.04 0.28
H -1.46913 0.45865 -0.71812 0.42 0.13 -0.07 0.24
```
Forces are in eV/Å.

Summary:
**Total charge**: -1

---

| no. | highest occupied orbital energy (eV) | E (eV) |
| --- | --- | --- |
| 1 | -9.514 | -13489.0717 |
| 2 | -8.642 | -24324.6345 |
| 3 | -2.758 | -15038.5354 |